Record 1
Below is a molecular structure, C31H23BrN2O4PS5Sn, with properties calculated with ωB97M-V/def2-TZVPD.

Structure (XYZ):
```
68
Properties=species:S:1:pos:R:3:forces:R:3
Sn 1.60980 0.87910 1.23189 0.1 -0.1 0.4
S -3.52571 -4.79786 2.10779 0.0 0.0 0.0
C -2.19222 -3.87975 2.01970 0.0 0.0 0.0
S -0.74887 -4.34085 1.17078 0.0 0.0 0.0
C 0.17628 -2.87501 1.46138 0.0 0.0 0.0
C -0.39345 -1.93139 2.25142 -0.2 0.0 -0.1
S 0.15650 -0.43841 2.92896 0.3 0.0 0.1
S -2.02570 -2.31543 2.76286 0.0 0.0 0.0
S 1.82446 -2.86415 0.86587 0.0 0.1 0.0
C 2.33420 2.34471 4.59633 0.0 0.0 0.0
O 1.57974 2.48016 3.39223 0.0 -0.1 0.0
C 0.38525 3.13522 3.46617 -0.1 0.0 0.0
C -0.03847 3.88293 4.53521 0.1 0.0 0.0
C -1.29272 4.50119 4.48348 -0.1 0.0 0.0
Br -1.86097 5.53216 5.96067 0.0 0.0 0.0
C -2.10869 4.35095 3.39745 0.0 -0.1 0.0
C -1.68448 3.57058 2.30509 0.0 0.0 0.0
C -0.41672 2.97092 2.31147 0.0 0.0 0.0
O 0.03331 2.26741 1.30011 -0.3 0.1 -0.4
C -2.59045 3.33633 1.19720 0.0 -0.1 -0.1
N -2.39496 2.49769 0.17731 0.1 0.2 0.3
C -3.50384 2.50471 -0.66066 0.1 -0.1 0.0
C -3.78931 1.80206 -1.82262 -0.1 0.0 -0.1
C -5.01424 2.05821 -2.40808 0.0 0.1 0.1
C -5.92052 2.97546 -1.85562 0.0 0.0 0.0
C -5.63612 3.66769 -0.69466 0.0 0.0 0.0
C -4.40534 3.40895 -0.10958 0.0 0.0 0.0
N -3.80099 3.89993 1.04432 0.0 0.0 0.0
H 2.70700 3.31478 4.92738 0.0 0.0 0.0
H 3.17362 1.69810 4.35586 0.0 0.0 0.0
H 1.72563 1.88464 5.37655 0.0 0.0 0.0
H 0.57720 4.00263 5.41428 0.0 0.0 0.0
H -3.08469 4.81525 3.40647 0.0 0.0 0.0
H -1.53132 1.96425 0.11252 -0.1 -0.2 -0.2
H -3.09145 1.08864 -2.23111 0.0 0.0 0.0
H -5.28640 1.53499 -3.31395 0.0 0.0 0.0
H -6.86823 3.14135 -2.34836 0.0 0.0 0.0
H -6.33800 4.36921 -0.26634 0.0 0.0 0.0
H -4.19877 4.57783 1.67097 0.0 0.0 0.0
O -1.53145 -0.09929 -1.11834 -0.2 0.1 0.0
C -0.45116 -0.61615 -0.94793 0.4 -0.1 0.2
O 0.53896 -0.15516 -0.26913 -0.1 0.1 -0.2
C -0.09551 -1.95875 -1.60134 0.0 -0.1 0.0
P 1.59000 -2.48444 -1.19821 0.0 0.0 0.0
C 2.82615 -1.27188 -1.66562 0.0 -0.1 0.1
C 2.53148 -0.20498 -2.50819 0.0 0.0 0.0
C 3.53237 0.68958 -2.85143 0.0 0.0 0.0
C 4.81639 0.52601 -2.34972 0.0 0.0 0.0
C 5.11039 -0.53872 -1.50940 0.0 0.0 0.0
C 4.11713 -1.44245 -1.16890 0.0 0.0 0.0
C 1.95549 -3.98496 -2.11613 0.0 0.1 0.0
C 1.21309 -5.14038 -1.86510 0.0 0.0 0.0
C 1.45278 -6.28619 -2.60063 0.0 0.0 0.0
C 2.43277 -6.28632 -3.58537 0.0 0.0 0.0
C 3.16934 -5.14055 -3.83958 0.0 0.0 0.0
C 2.93408 -3.98505 -3.10953 0.0 0.0 0.0
H -0.16344 -1.89591 -2.69084 0.0 0.0 0.0
H -0.79776 -2.73521 -1.28766 0.0 0.0 0.0
H 1.53028 -0.05791 -2.89077 0.0 0.0 0.0
H 3.30721 1.51850 -3.50820 0.0 0.0 0.0
H 5.59158 1.23122 -2.61646 0.0 0.0 0.0
H 6.11116 -0.66874 -1.12141 0.0 0.0 0.0
H 4.35134 -2.27911 -0.52026 0.0 0.0 0.0
H 0.45105 -5.14914 -1.09722 0.0 0.0 0.0
H 0.87702 -7.17988 -2.40389 0.0 0.0 0.0
H 2.62101 -7.18556 -4.15624 0.0 0.0 0.0
H 3.92995 -5.14191 -4.60791 0.0 0.0 0.0
H 3.50791 -3.09188 -3.31533 0.0 0.0 0.0
```
Forces are in eV/Å.

Calculated values
relative energy (zero: lowest compared OMol25 entry of this formula, charge and spin): 0.000 eV
E_tot: -6726.129896 hartree
2S+1: 1
HOMO level: -10.11 eV
total charge: +1

Here are the natural (NBO) charges for atoms 1 to 2, given in e: number 1, Sn, carries 1.307; number 2, S, carries 0.039

Record 2
Below is a molecular structure, C31H23CoF10N4O2S, with properties calculated with ωB97M-V/def2-TZVPD.

Structure (XYZ):
```
72
Properties=species:S:1:pos:R:3:forces:R:3
Co -0.59556 -0.15075 -0.76404 -0.1 0.1 -0.5
C -3.38910 0.30759 0.17231 0.0 0.0 0.0
N -2.37086 -0.52895 0.80540 -0.1 0.1 0.0
C -2.90217 -1.88874 0.96944 -0.1 0.0 -0.1
C -2.57758 -2.80944 -0.20101 0.0 0.0 0.0
N -1.18453 -3.08012 -0.44873 0.1 0.1 0.0
C -0.54863 -4.22257 0.02506 -0.1 -0.2 0.0
C -0.00526 -5.15574 -0.86391 -0.1 0.0 0.0
F -0.31727 -5.10682 -2.15686 0.0 0.0 0.0
C 0.78793 -6.20606 -0.43948 0.0 0.0 0.0
F 1.28011 -7.08477 -1.32221 0.0 0.0 0.0
C 1.04957 -6.38300 0.90637 0.0 0.0 0.0
F 1.80299 -7.40884 1.32076 0.0 0.0 0.0
C 0.50971 -5.49912 1.81900 0.0 0.0 0.0
F 0.74817 -5.65762 3.12951 0.0 0.0 0.0
C -0.25870 -4.44022 1.37221 0.0 0.0 -0.1
F -0.70030 -3.57651 2.30712 0.0 0.0 0.0
C -1.96285 0.02237 2.09152 0.0 0.0 0.0
C -0.95222 1.13943 1.96284 0.0 0.0 0.0
N 0.32558 0.67556 1.38012 0.1 0.1 0.1
C 1.03750 -0.42322 1.93703 0.1 -0.2 0.1
C 1.92823 -1.11886 1.11108 0.0 0.2 -0.1
F 2.16071 -0.65984 -0.10549 0.1 0.0 0.0
C 2.60615 -2.23828 1.54436 0.0 -0.1 0.1
F 3.43743 -2.88420 0.73438 0.0 0.0 0.0
C 2.43049 -2.69207 2.84368 0.0 0.1 -0.1
F 3.08505 -3.77019 3.27135 0.0 0.0 0.0
C 1.60065 -1.99559 3.69484 0.0 -0.1 0.1
F 1.44843 -2.40156 4.95899 0.0 0.0 0.0
C 0.94010 -0.86249 3.25195 -0.1 0.1 -0.1
F 0.18900 -0.19796 4.14957 0.0 0.0 0.0
H -2.99943 1.30062 -0.03004 0.0 0.0 0.0
H -4.28638 0.39201 0.81189 0.0 0.0 0.0
H -3.67621 -0.13340 -0.78118 0.0 0.0 0.0
H -3.99856 -1.84060 1.07345 0.0 0.0 0.0
H -2.51784 -2.32654 1.88571 0.1 0.0 0.0
H -3.01504 -2.38576 -1.11124 0.1 0.0 0.0
H -3.09541 -3.75818 -0.02550 0.0 0.0 0.0
H -1.53474 -0.78610 2.67993 0.0 0.0 0.0
H -2.82594 0.40374 2.66222 0.0 0.0 0.0
H -0.79174 1.61499 2.93354 0.0 0.0 0.0
H -1.31397 1.89474 1.26561 0.0 0.0 0.0
O 0.73375 -2.54964 -1.55039 0.2 -0.1 0.0
C -0.30782 -2.06300 -1.14332 -0.1 -0.1 0.4
O 0.55663 2.07960 -2.58827 0.2 0.1 -0.1
S -0.67671 1.39527 -2.06290 -0.5 -0.2 0.1
C -1.57159 0.91858 -3.61045 0.0 0.0 0.1
C -2.33435 2.12435 -4.12703 0.0 0.0 0.0
C -2.96003 2.75987 -2.88656 0.0 0.0 0.0
C -1.82343 2.89056 -1.88902 0.1 0.0 0.0
H -2.23818 0.09812 -3.33915 0.0 0.0 0.0
H -0.79489 0.54189 -4.27344 0.0 0.0 0.0
H -3.08691 1.84705 -4.86939 0.0 0.0 0.0
H -1.64341 2.83089 -4.59422 0.0 0.0 0.0
H -3.73940 2.09654 -2.49503 0.0 0.0 0.0
H -3.42980 3.72220 -3.10693 0.0 0.0 0.0
H -2.14828 2.99151 -0.85342 0.0 0.0 0.0
H -1.17059 3.72891 -2.13782 0.0 0.0 0.0
N 5.49989 7.81675 -1.74584 0.0 0.0 0.0
C 4.88544 6.92882 -1.34982 0.0 0.1 0.0
C 4.11854 5.82062 -0.85555 -0.1 -0.2 0.0
C 3.33714 5.06315 -1.72930 0.1 0.1 0.0
C 2.59631 3.99739 -1.25557 -0.1 -0.1 0.0
C 2.62565 3.67919 0.10659 0.2 0.1 -0.2
C 3.41197 4.43941 0.97668 -0.1 -0.1 0.0
C 4.15420 5.50226 0.50165 0.1 0.1 0.0
C 1.84619 2.57952 0.58802 -0.1 0.2 0.2
C 1.12236 1.69790 0.95931 0.0 -0.1 -0.1
H 3.31878 5.31712 -2.78088 0.0 0.0 0.0
H 1.97553 3.39038 -1.90853 0.0 0.0 0.0
H 3.43096 4.18414 2.02778 0.0 0.0 0.0
H 4.76455 6.09372 1.17120 0.0 0.0 0.0
```
Forces are in eV/Å.

Calculated values
relative energy (zero: lowest compared OMol25 entry of this formula, charge and spin): 4.895 eV
E_tot: -4344.026290 hartree
2S+1: 2
HOMO level (alpha / beta): -3.40 / -2.65 eV
total charge: -1

Here are the Mulliken charges for atoms 1 to 2, given in e: number 1, Co, carries 0.195; number 2, C, carries -1.583

Record 3
Below is a molecular structure, C31H23CoF10N4O2S, with properties calculated with ωB97M-V/def2-TZVPD.

Structure (XYZ):
```
72
Properties=species:S:1:pos:R:3:forces:R:3
Co -0.47324 0.34690 -0.00946 0.3 -0.6 -0.1
C 0.05048 2.64628 -2.10888 0.1 0.0 0.0
N -1.09047 1.87870 -1.60908 0.1 -0.1 0.2
C -1.93516 1.43874 -2.72129 0.0 0.0 0.0
C -1.22074 0.52515 -3.72491 0.0 -0.1 -0.1
N -0.32284 -0.39566 -3.05121 -0.2 0.1 0.1
C 0.94984 -0.67004 -3.56462 0.0 0.0 0.0
C 2.13282 -0.30448 -2.92465 0.1 -0.1 -0.1
F 2.11995 0.39853 -1.79644 0.0 0.0 0.1
C 3.37274 -0.63305 -3.44991 -0.1 0.0 0.0
F 4.48558 -0.27050 -2.81147 0.0 0.0 0.0
C 3.46143 -1.31146 -4.65121 0.0 0.0 0.0
F 4.65271 -1.61021 -5.16595 0.1 0.0 0.0
C 2.30689 -1.66519 -5.32491 0.0 0.0 0.1
F 2.38509 -2.31555 -6.48803 0.0 0.0 0.0
C 1.07827 -1.35156 -4.77411 0.1 0.0 0.0
F -0.02019 -1.72281 -5.43456 -0.1 0.0 0.0
C -1.88010 2.71447 -0.69567 0.0 0.0 0.1
C -1.06553 3.19329 0.50095 -0.1 0.0 -0.1
N -0.31039 2.08394 1.04861 -0.1 -0.1 -0.2
C 0.31894 2.26049 2.22754 0.1 -0.1 0.1
C 0.48318 3.45770 2.96239 0.0 0.0 0.0
F 0.03189 4.64429 2.47741 0.0 0.0 0.0
C 1.13752 3.52643 4.18034 0.0 0.0 0.0
F 1.24458 4.71354 4.79793 0.0 0.0 0.0
C 1.68899 2.40630 4.76303 0.0 0.0 0.0
F 2.31954 2.47367 5.94944 0.0 0.0 0.0
C 1.56912 1.20459 4.08215 0.0 0.0 0.0
F 2.08670 0.09224 4.61408 0.0 0.0 0.0
C 0.91276 1.14575 2.87475 0.0 0.0 0.0
F 0.83940 -0.06213 2.27987 -0.1 0.1 0.0
H -0.28520 3.58086 -2.58524 0.0 0.0 0.0
H 0.60287 2.06258 -2.83976 0.0 0.0 0.0
H 0.72638 2.88187 -1.29000 0.0 0.0 0.0
H -2.32651 2.31173 -3.27035 0.0 0.0 0.0
H -2.77873 0.89689 -2.29680 0.0 0.0 0.0
H -0.62205 1.11026 -4.42488 0.0 0.0 0.0
H -1.98788 -0.00005 -4.30124 0.0 0.0 0.0
H -2.72417 2.10959 -0.35446 0.0 0.0 0.0
H -2.28927 3.58784 -1.23220 0.0 0.0 0.0
H -1.78002 3.61840 1.22068 0.0 0.0 0.0
H -0.43226 4.03364 0.18929 0.0 0.0 0.0
O -2.09626 -1.40207 -2.03330 -0.2 0.0 0.0
C -0.88338 -1.17280 -1.99540 0.1 0.0 -0.2
O -1.96208 -2.06695 1.67377 0.0 0.3 -0.1
S -2.16513 -0.70488 1.11333 0.2 -0.3 0.0
C -2.72882 0.33068 2.50581 0.0 0.0 0.1
C -4.25663 0.45252 2.44442 0.0 0.0 0.0
C -4.76962 -0.68442 1.55841 0.1 0.0 0.0
C -3.81438 -0.71877 0.37627 0.0 0.0 -0.1
H -2.20434 1.28282 2.45408 0.0 0.0 0.0
H -2.37874 -0.22403 3.37656 0.0 0.0 0.0
H -4.52930 1.41111 1.99427 0.0 0.0 0.0
H -4.69541 0.42732 3.44253 0.0 0.0 0.0
H -5.80278 -0.52800 1.24378 0.0 0.0 0.0
H -4.71728 -1.63658 2.09006 0.0 0.0 0.0
H -3.90510 0.17404 -0.24786 0.0 0.0 0.0
H -3.84770 -1.59653 -0.26272 0.0 0.0 0.0
N 5.29196 -5.42506 3.61612 0.1 0.0 0.0
C 4.53179 -4.84916 2.96621 -0.1 0.0 0.0
C 3.59231 -4.14405 2.15888 0.0 0.0 0.0
C 4.03141 -3.20025 1.21353 -0.1 -0.1 0.1
C 3.13637 -2.53108 0.42230 -0.1 0.0 0.0
C 1.73511 -2.77266 0.53145 0.0 0.0 0.1
C 1.30456 -3.71848 1.50962 0.0 0.1 0.0
C 2.21015 -4.37941 2.29316 0.2 0.0 0.0
C 0.82213 -2.13118 -0.27425 0.4 0.1 0.4
C 0.00044 -1.45208 -0.92738 -0.8 0.8 -0.1
H 5.09138 -3.00188 1.11578 0.0 0.0 0.0
H 3.49030 -1.79886 -0.29130 0.0 0.0 0.0
H 0.24142 -3.88202 1.63058 0.0 0.0 0.0
H 1.86467 -5.08926 3.03410 0.0 0.0 0.0
```
Forces are in eV/Å.

Calculated values
relative energy (zero: lowest compared OMol25 entry of this formula, charge and spin): 3.088 eV
E_tot: -4344.092702 hartree
2S+1: 2
HOMO level (alpha / beta): -2.68 / -2.69 eV
total charge: -1

Here are the Mulliken charges for atoms 1 to 2, given in e: number 1, Co, carries 0.022; number 2, C, carries -1.261